1.
DFT (ωB97M-V/def2-TZVPD) results for C44H40BrClMgN2O3PS as an isolated structure.

Last column: Löwdin charge in e.
CARTESIAN COORDINATES (ANGSTROEM)
Mg: 0.4000 0.2165 0.9443  0.539
C: 3.9591 1.7228 4.3566  -0.097
C: 2.9993 0.7388 3.6910  -0.198
C: 2.2354 -0.1315 4.6545  -0.148
C: 2.8655 -0.5634 5.8146  -0.050
C: 2.2378 -1.4081 6.7154  -0.090
C: 0.9688 -1.8674 6.4287  -0.064
C: 0.2999 -1.4709 5.2744  -0.168
C: -1.0085 -2.1757 4.9675  -0.201
C: -2.1385 -1.8391 5.9417  -0.096
C: 0.9152 -0.5479 4.4072  -0.153
N: 0.2025 -0.1393 3.2435  0.074
C: -0.9931 0.2970 3.4722  -0.115
C: -1.9627 0.5260 2.4592  -0.347
C: -3.3161 0.8333 2.6202  -0.060
C: -3.8704 0.7943 1.3396  -0.103
C: -2.8207 0.4686 0.4742  -0.218
N: -1.6657 0.3060 1.1353  -0.006
H: 4.3217 2.4278 3.6147  0.067
H: 4.8162 1.2227 4.8115  0.060
H: 3.4472 2.2978 5.1309  0.082
H: 3.5667 0.0827 3.0236  0.094
H: 2.3157 1.2989 3.0590  0.074
H: 3.8754 -0.2315 6.0141  0.098
H: 2.7465 -1.7256 7.6168  0.095
H: 0.4914 -2.5819 7.0903  0.107
H: -0.8140 -3.2511 5.0159  0.115
H: -1.3329 -1.9727 3.9485  0.100
H: -1.8553 -2.0716 6.9694  0.063
H: -3.0378 -2.4081 5.7020  0.070
H: -2.3923 -0.7787 5.9040  0.061
H: -1.3192 0.4745 4.5012  0.133
H: -3.8174 1.0352 3.5543  0.094
H: -4.8981 0.9674 1.0637  0.079
H: -2.8635 0.3402 -0.5970  0.078
Br: 3.5092 -0.0159 0.0267  0.869
C: 3.3723 -1.8969 0.2349  -0.587
C: 4.5465 -2.5914 0.2813  -0.154
C: 4.5254 -3.9996 0.3350  -0.102
C: 3.3319 -4.6550 0.3021  -0.060
C: 2.1082 -3.9413 0.2503  -0.183
C: 0.8834 -4.6457 0.1644  -0.068
C: -0.2900 -3.9582 0.1008  -0.099
C: -0.2901 -2.5464 0.1762  -0.152
C: 0.8528 -1.7748 0.2766  -0.141
C: 2.0857 -2.5152 0.2631  -0.235
H: 5.4870 -2.0597 0.2523  0.087
H: 5.4585 -4.5475 0.3792  0.094
H: 3.2969 -5.7389 0.3087  0.102
H: 0.9032 -5.7300 0.1511  0.099
H: -1.2302 -4.4933 0.0193  0.093
H: -1.2584 -2.0558 0.1770  0.070
Cl: -1.3229 2.5906 -1.4124  0.752
C: -0.3589 3.0026 -2.7930  -0.628
C: -0.1284 4.3461 -3.0494  -0.108
C: 0.5562 4.7103 -4.1939  -0.078
C: 0.9872 3.7389 -5.0888  -0.087
C: 0.7661 2.4023 -4.8075  -0.111
C: 0.1211 2.0018 -3.6367  -0.380
P: -0.1292 0.2279 -3.2015  1.112
C: 1.4930 -0.5398 -3.5538  -0.385
C: 2.6802 0.1288 -3.8296  -0.097
C: 3.8641 -0.5778 -3.9981  -0.091
C: 3.8797 -1.9583 -3.8834  -0.093
C: 2.7060 -2.6348 -3.5766  -0.082
C: 1.5283 -1.9292 -3.4014  -0.125
C: -1.0970 -0.2361 -4.7048  -0.360
C: -0.6597 -1.0702 -5.7267  -0.088
C: -1.4934 -1.3716 -6.7983  -0.094
C: -2.7720 -0.8430 -6.8631  -0.106
C: -3.2188 -0.0070 -5.8463  -0.094
C: -2.3910 0.2868 -4.7771  -0.104
H: -0.4726 5.0835 -2.3389  0.104
H: 0.7481 5.7567 -4.3914  0.102
H: 1.5019 4.0238 -5.9973  0.098
H: 1.0890 1.6446 -5.5118  0.108
H: 2.6997 1.2093 -3.8854  0.096
H: 4.7807 -0.0400 -4.2044  0.100
H: 4.8073 -2.5040 -3.9992  0.098
H: 2.7143 -3.7080 -3.4366  0.104
H: 0.6247 -2.4583 -3.1171  0.108
H: 0.3396 -1.4855 -5.6967  0.095
H: -1.1347 -2.0204 -7.5877  0.097
H: -3.4198 -1.0823 -7.6969  0.094
H: -4.2161 0.4124 -5.8860  0.098
H: -2.7455 0.9365 -3.9838  0.098
C: -0.2390 3.6241 2.0545  -0.138
S: 1.1795 3.3941 1.0147  0.391
O: 0.9881 4.2355 -0.1438  -0.348
O: 2.3426 3.6781 1.8238  -0.330
O: 1.1228 1.9425 0.6399  -0.496
H: -0.3602 4.6972 2.1788  0.064
H: -0.0447 3.1479 3.0130  0.059
H: -1.1159 3.1903 1.5774  0.044

Summary:
- total charge = -1
- M (g/mol) = 847.52
- Kohn-Sham gap (hartree) = 0.2837
- ΔE to the lowest compared entry with this formula, charge and spin (kcal per mole) = 0.0

***

2.
DFT (ωB97M-V/def2-TZVPD) results for C44H40Cl5NO2P2RhS as an isolated structure.

Last column: Löwdin charge in e.
CARTESIAN COORDINATES (ANGSTROEM)
Rh: -0.9223 0.7058 -1.1487  0.811
Cl: -1.8081 2.7137 -2.6364  0.786
C: -2.8973 1.3543 -2.8964  -0.646
C: -2.6189 0.1890 -2.2052  -0.285
C: -3.4546 -0.8922 -2.4775  -0.644
Cl: -3.2935 -2.4591 -1.7393  0.725
C: -4.5025 -0.7775 -3.4041  -0.700
Cl: -5.4995 -2.1276 -3.7591  0.707
C: -4.7532 0.4246 -4.0608  -0.707
Cl: -6.0350 0.5662 -5.1888  0.720
C: -3.9353 1.5137 -3.8033  -0.711
Cl: -4.1720 3.0162 -4.5874  0.726
C: 0.0392 -6.0130 2.5493  -0.416
S: 1.1612 -6.1721 1.1492  0.819
C: 2.2641 -4.7549 1.4315  -0.485
C: 2.0878 -3.6305 0.4169  -0.249
C: 0.6405 -3.1720 0.3050  -0.247
N: 0.4899 -1.8190 -0.2955  -0.389
P: 0.0095 -1.5443 -1.9265  0.989
C: 0.4528 -3.0554 -2.8099  -0.339
C: 1.7834 -3.2920 -3.1625  -0.082
C: 2.1261 -4.4659 -3.8131  -0.059
C: 1.1441 -5.4014 -4.1228  -0.056
C: -0.1793 -5.1651 -3.7863  -0.058
C: -0.5288 -3.9898 -3.1330  -0.097
C: 1.1822 -0.3091 -2.5529  -0.412
C: 0.7454 0.4052 -3.6728  -0.127
C: 1.5026 1.4575 -4.1798  -0.069
C: 2.6907 1.8109 -3.5659  -0.062
C: 3.1503 1.0880 -2.4660  -0.064
C: 2.4103 0.0296 -1.9735  -0.109
P: 0.0366 -0.4607 0.5594  0.971
C: 1.5230 0.0718 1.4247  -0.294
C: 1.9008 -0.8298 2.4316  -0.116
C: 3.0749 -0.6353 3.1374  -0.056
C: 3.8782 0.4616 2.8578  -0.056
C: 3.5108 1.3578 1.8685  -0.049
C: 2.3385 1.1711 1.1449  -0.064
C: -1.1672 -0.8215 1.8377  -0.326
C: -2.2925 -1.5605 1.4982  -0.092
C: -3.2706 -1.8187 2.4404  -0.049
C: -3.1367 -1.3250 3.7336  -0.052
C: -2.0229 -0.5767 4.0793  -0.059
C: -1.0376 -0.3214 3.1329  -0.094
H: -0.6386 -6.8651 2.5099  0.034
H: -0.5582 -5.1007 2.5050  0.024
H: 0.5779 -6.0537 3.4952  0.039
H: 3.2882 -5.1246 1.4095  0.074
H: 2.0817 -4.3890 2.4452  0.075
H: 2.4440 -3.9594 -0.5619  0.101
H: 2.7079 -2.7772 0.7063  0.102
H: 0.1545 -3.1679 1.2832  0.096
H: 0.0677 -3.8722 -0.3015  0.099
H: 2.5529 -2.5631 -2.9377  0.107
H: 3.1569 -4.6496 -4.0864  0.113
H: 1.4140 -6.3151 -4.6369  0.113
H: -0.9446 -5.8887 -4.0341  0.113
H: -1.5628 -3.8045 -2.8777  0.034
H: -0.1858 0.1301 -4.1595  0.106
H: 1.1484 2.0054 -5.0438  0.114
H: 3.2689 2.6446 -3.9435  0.111
H: 4.0930 1.3502 -2.0008  0.113
H: 2.7773 -0.5403 -1.1276  0.102
H: 1.2782 -1.6841 2.6705  0.104
H: 3.3542 -1.3388 3.9113  0.115
H: 4.7928 0.6136 3.4163  0.114
H: 4.1377 2.2129 1.6513  0.113
H: 2.0723 1.8655 0.3730  0.073
H: -2.4025 -1.9363 0.5008  0.025
H: -4.1420 -2.3980 2.1637  0.115
H: -3.9058 -1.5234 4.4694  0.114
H: -1.9176 -0.1852 5.0827  0.115
H: -0.1795 0.2750 3.4132  0.111
C: -0.3030 7.6384 3.1907  -0.036
C: -0.3988 6.3369 2.4437  -0.242
C: 0.3789 6.0949 1.3209  -0.002
C: 0.3216 4.8966 0.6219  -0.167
C: 1.2277 4.7729 -0.5869  -0.025
C: -0.5709 3.9051 1.0755  -0.048
C: -1.3829 4.1302 2.2038  -0.172
C: -2.3658 3.1230 2.7506  -0.021
C: -1.2668 5.3399 2.8689  -0.001
C: -0.6766 2.6360 0.3416  -0.560
O: 0.2765 2.2240 -0.4170  -0.194
O: -1.6932 1.8721 0.3695  -0.095
H: 0.0801 8.4363 2.5561  0.081
H: 0.3738 7.5397 4.0421  0.091
H: -1.2749 7.9432 3.5780  0.084
H: 1.0551 6.8657 0.9686  0.120
H: 1.6305 5.7558 -0.8259  0.082
H: 0.7158 4.3836 -1.4654  0.071
H: 2.0651 4.0986 -0.3961  0.078
H: -3.2041 2.9605 2.0749  0.093
H: -2.7514 3.4782 3.7047  0.083
H: -1.9007 2.1506 2.9084  0.058
H: -1.8824 5.5107 3.7453  0.122

Summary:
- total charge = +1
- M (g/mol) = 988.99
- Kohn-Sham gap (hartree) = 0.2489
- ΔE to the lowest compared entry with this formula, charge and spin (kcal per mole) = 50.6

***

- Which value of M does entry 2 give?
  988.99 g/mol

***

- Kohn-Sham gap of number 2 (C44H40Cl5NO2P2RhS)?
  0.2489 hartree